[1]
ORCA calculation (ωB97M-V with the def2-TZVPD basis set) on a 3-piece molecular cluster, C16H36FNO11S3 overall in a non-equilibrium geometry.

Geometry as XYZ:
```
68
Properties=species:S:1:pos:R:3:forces:R:3:mulliken_charge:R:1
H 0.46204 -3.86450 -2.79463 0.02 0.00 0.00 0.370
S -2.51954 1.71736 -1.22133 0.14 -0.41 -0.25 1.466
H 2.25269 -2.27891 -0.89197 0.16 -0.14 0.12 0.177
H -4.62025 -1.27427 3.33411 0.00 -0.02 -0.01 0.343
C 2.40996 4.73464 0.46890 -0.15 -0.39 0.01 -1.047
H -0.10835 -3.64365 4.84191 -0.01 -0.06 0.04 0.259
H 1.94614 4.25291 2.47844 -0.05 0.03 0.39 0.492
H -2.30946 -4.84560 4.53414 -0.14 0.16 0.06 0.295
H 3.17094 4.19271 -0.07025 0.33 -0.02 -0.28 0.305
O 3.81733 -4.83637 -3.26935 -0.06 -0.01 -0.20 -0.650
H 0.59227 3.24024 -0.68152 0.36 0.29 -0.02 0.408
H -3.24647 5.36359 -0.95579 -0.44 -0.01 -0.13 0.385
O -2.91192 -2.54492 1.54444 0.23 -0.07 -0.20 -0.666
C -3.66083 -0.76652 3.30556 0.00 0.05 0.05 -0.944
O 2.70451 -4.24109 -1.16192 0.15 -0.13 0.05 -0.299
C -0.30920 1.59787 0.29346 -0.09 -0.26 -0.68 -2.420
H -0.70409 0.60381 -2.98663 -0.15 -0.09 -0.33 0.729
O -2.02333 3.20473 -1.48336 0.18 -0.40 0.36 -0.576
C 4.06465 -6.35641 -1.15535 0.05 0.01 0.05 -0.941
C 0.63053 -3.18479 -1.95988 0.02 -0.23 -0.16 -0.798
O -3.07914 1.27035 -2.43308 -0.25 -0.25 -1.32 -0.729
H -2.17211 -4.63083 2.79597 -0.06 0.14 -0.04 0.327
O -1.19882 -0.44745 -0.62237 0.11 -0.33 0.42 -0.723
C 2.11006 -3.02681 -1.66975 -0.48 0.48 -0.20 -0.330
C -1.12636 5.22737 -0.68422 -0.97 0.34 -0.25 0.158
H 0.19398 -2.21748 -2.20823 0.05 0.03 0.11 0.168
H 4.94898 -5.77771 -0.90509 0.00 0.01 -0.01 0.311
H 1.68517 5.08231 -0.24710 -0.27 0.15 -0.36 0.295
C -1.41533 3.79987 -0.31301 0.33 0.25 0.14 -0.377
H 3.50220 -6.61927 -0.26391 -0.03 0.00 -0.01 0.309
H 0.11226 -3.59541 -1.09355 -0.02 0.08 0.04 0.258
H 0.04381 -5.14483 3.90634 -0.06 -0.03 0.02 0.387
C 1.78111 0.23384 -3.24151 -0.17 0.08 0.23 -0.964
C -0.37820 -4.13991 3.90993 0.02 0.23 -0.09 -0.930
H 2.23934 2.84666 1.53503 0.11 -0.35 -0.27 0.297
H 2.85454 5.60884 0.91665 0.19 0.24 0.20 0.300
H 0.07459 -3.57684 3.09482 -0.01 -0.02 -0.01 0.240
C 1.76106 3.82206 1.50379 -0.13 0.48 0.37 -0.300
H 0.00500 3.08754 2.10448 -0.23 0.23 0.20 0.404
H -2.29600 6.49980 -1.92254 -0.11 0.08 -0.32 0.353
H 2.67753 -0.35476 -3.12162 0.29 -0.05 0.28 0.284
H 0.08768 2.06398 -2.38046 0.06 0.17 -0.18 0.689
S 3.03505 -5.39247 -2.20870 0.07 0.13 0.48 1.276
H 2.65568 -2.69219 -2.55307 0.09 -0.16 0.01 0.345
H -2.14404 3.77344 0.49174 -0.07 0.03 0.26 0.348
S -2.44375 -1.89533 2.72602 -0.42 0.02 0.36 1.413
C -0.93248 0.87768 -0.90336 0.08 1.05 0.01 0.975
C -2.39552 6.02560 -0.95734 0.44 -0.27 -0.19 -1.421
H -3.68868 0.06257 2.59995 0.03 -0.04 -0.07 0.263
H -2.52580 6.80565 -0.22826 -0.14 0.24 0.39 0.367
C -1.88530 -4.20930 3.76037 0.33 -0.51 -0.05 -0.350
H -0.94930 1.38056 1.13851 -0.09 -0.03 0.43 0.791
H -0.66818 -0.66644 0.16155 -0.42 -0.30 -0.14 0.461
N 0.29762 3.72386 1.37195 0.51 -0.34 -0.36 -0.208
H 0.66327 1.13425 0.41426 0.30 -0.12 0.34 0.397
H -0.58502 5.70400 0.11538 0.56 -0.03 0.18 0.395
C -0.12718 3.09678 0.11381 -0.53 -0.30 0.24 0.484
H 4.33852 -7.25234 -1.70746 -0.03 0.01 -0.05 0.376
O 1.84339 -6.12539 -2.49561 -0.03 -0.08 -0.19 -0.617
O -1.16275 -1.24723 2.73457 0.12 0.03 -0.27 -0.630
H 1.18652 -0.24499 -4.01340 -0.27 -0.01 -0.25 0.386
C -0.11626 1.01471 -2.17241 0.06 -0.28 -0.09 -1.559
H -3.37183 -0.41643 4.29292 0.02 -0.01 0.00 0.340
O 1.07568 0.28392 -2.01619 0.17 -0.10 0.18 -0.135
O -3.32610 1.66225 -0.05795 -0.27 0.23 1.29 -0.671
F -0.34035 5.19278 -1.83592 0.36 0.16 -0.02 -0.378
H 2.03418 1.24616 -3.53793 0.19 0.21 -0.32 0.360
O -2.51634 -2.92423 3.93703 -0.01 0.21 0.02 -0.328
```
Forces are in eV/Å.

Output
- Charge: 0
- Multiplicity: 1
- E_HOMO: -9.65 eV
- HOMO-LUMO gap: 10.07 eV
- Total energy: -2808.0138 Ha
- SMILES: CCN[C@H]1C[C@](O)(COC)S(=O)(=O)O[C@@H]1[C@H](C)F.CCOS(C)(=O)=O.CCOS(C)(=O)=O

=====

[2]
ORCA calculation (ωB97M-V with the def2-TZVPD basis set) on C2H2Br2INO as an isolated structure in a non-equilibrium geometry.

Geometry as XYZ:
```
9
Properties=species:S:1:pos:R:3:forces:R:3:lowdin_spin:R:1
Br 0.69258 -0.83898 2.14027 -0.08 -0.18 0.21 0.110
H 0.56715 -1.19019 -1.13666 -0.22 0.22 0.17 0.002
N -0.39949 -0.89705 -1.10452 -0.38 -0.85 -1.02 0.008
C -0.82069 0.03814 -0.27749 3.91 1.16 2.28 0.010
H -1.04532 -1.32391 -1.75428 0.01 0.05 0.09 0.002
I 0.01764 2.43645 1.62937 -0.96 3.45 1.42 1.327
C 0.59716 0.55842 0.77668 -1.59 -4.20 -2.60 0.364
Br 2.25134 0.65372 -0.19692 0.49 0.23 -0.39 0.154
O -1.86036 0.56339 -0.07644 -1.18 0.10 -0.17 0.023
```
Forces are in eV/Å.

Output
- Charge: 0
- Multiplicity: 3
- E_HOMO (spin up / spin down): -6.07 / -9.49 eV
- Expectation value of S²: 2.007
- HOMO-LUMO gap (spin up / spin down): 6.65 / 5.72 eV
- Total energy: -5652.9774 Ha

=====

[3]
ORCA calculation (ωB97M-V with the def2-TZVPD basis set) on a 3-piece molecular cluster, C3H12N2O2 overall in a non-equilibrium geometry.

Geometry as XYZ:
```
19
Properties=species:S:1:pos:R:3:forces:R:3:mulliken_charge:R:1
O 2.58116 1.66088 -1.72022 -5.12 4.41 0.04 -0.624
C -1.23882 0.73748 0.11940 2.46 -0.87 -3.58 -0.522
C -1.82647 1.72501 -0.99384 -1.41 0.59 2.53 -1.002
H 1.05503 -1.35967 2.19299 -1.02 0.52 -1.66 0.241
H -0.46742 -4.22049 -0.67992 -0.36 0.05 0.15 0.312
H -1.87843 0.63706 0.91280 -1.49 0.84 2.66 0.452
N 0.13144 1.08455 0.49842 -0.09 2.80 -0.92 -0.406
H 0.91579 -4.13572 -0.05681 -2.92 0.40 1.09 0.328
H -0.47767 -1.23962 1.48408 0.81 0.86 -0.51 0.183
H -2.48241 1.17822 -1.68793 0.32 0.43 0.16 0.283
H 3.26119 1.11892 -1.60317 4.42 -3.45 1.22 0.271
H 2.26053 2.04818 -0.85982 0.61 -0.99 -1.32 0.339
O -0.09402 -4.04700 0.19359 3.22 -0.44 -1.21 -0.644
H -1.29564 -0.35779 -0.15095 0.26 0.89 -1.01 0.257
C 0.95470 0.32487 1.07010 -3.07 0.39 2.38 0.053
H 1.71881 0.78274 1.78946 -0.15 -0.88 -1.89 0.295
H -1.18194 2.44805 -1.47061 1.06 -0.85 -0.48 0.350
N 0.49776 -0.92508 1.39984 2.24 -3.10 2.97 -0.400
H -2.43357 2.53942 -0.43741 0.23 -1.61 -0.62 0.238
```
Forces are in eV/Å.

Output
- Charge: 0
- Energy above the lowest of the compared OMol25 structures with the same formula, charge and spin: 297.6 kJ/mol
- Multiplicity: 1
- E_HOMO: -8.97 eV
- HOMO-LUMO gap: 9.61 eV
- Total energy: -381.4016 Ha
- SMILES: CC/N=C\N.O.O